(1)
Computed, not measured: one molecule with the formula C19H17NO3, with ωB97M-V with the def2-TZVPD basis set.

Geometry as XYZ:
```
40
Properties=species:S:1:pos:R:3:mulliken_charge:R:1
C -4.50 -2.52 -0.70 -0.690
O -4.92 -1.43 0.10 -0.491
C -4.26 -0.23 -0.12 0.469
C -5.04 0.86 -0.49 -0.366
C -4.44 2.09 -0.70 -0.710
C -3.08 2.23 -0.56 -0.884
C -2.27 1.15 -0.19 0.820
C -0.84 1.38 -0.06 -0.462
C 0.12 0.46 -0.15 -0.250
C 1.55 0.70 -0.03 0.544
C 2.11 1.95 0.32 -0.638
C 3.47 2.08 0.41 -0.857
C 4.30 0.97 0.16 1.227
C 5.71 1.00 0.22 -0.993
C 6.42 -0.14 -0.05 -0.528
C 5.78 -1.35 -0.38 -0.706
C 4.41 -1.40 -0.45 0.177
O 3.76 -2.54 -0.77 -0.679
C 3.65 -0.24 -0.18 0.694
N 2.31 -0.35 -0.27 -0.559
C -2.88 -0.09 0.06 0.106
O -2.12 -1.15 0.50 -0.413
C -2.41 -1.59 1.82 -0.863
H -4.72 -2.33 -1.75 0.321
H -3.43 -2.72 -0.59 0.259
H -5.07 -3.38 -0.36 0.244
H -6.10 0.72 -0.60 0.460
H -5.05 2.94 -0.98 0.380
H -2.61 3.18 -0.75 0.402
H -0.58 2.42 0.07 0.175
H -0.13 -0.58 -0.34 0.553
H 1.47 2.79 0.52 0.321
H 3.92 3.03 0.68 0.410
H 6.21 1.92 0.47 0.391
H 7.50 -0.13 0.00 0.373
H 6.36 -2.23 -0.59 0.426
H 2.81 -2.32 -0.75 0.427
H -3.46 -1.87 1.93 0.361
H -1.78 -2.46 1.99 0.241
H -2.16 -0.81 2.54 0.309
```

Computed properties:
Structure (SMILES): COc1cccc(/C=C/c2ccc3cccc(O)c3n2)c1OC
Total energy in eV: -27610.6775
Charge: 0
HOMO-LUMO gap in eV: 7.7
Highest occupied orbital energy in Ha: -0.290
Energy above the lowest of the compared OMol25 structures with the same formula, charge and spin in kcal/mol: 38.09

---

(2)
Computed, not measured: C36H31AsClN2O5PRuS as an isolated structure, with ωB97M-V with the def2-TZVPD basis set.

Geometry as XYZ:
```
79
Properties=species:S:1:pos:R:3:mulliken_charge:R:1
Ru -0.11 0.25 -0.19 -0.929
O -2.10 1.93 3.11 -0.518
C -1.43 1.25 2.17 0.278
O -1.55 1.50 0.97 -0.335
C -0.57 0.15 2.67 0.268
C -0.40 -0.26 3.98 -0.682
C 0.47 -1.31 4.22 -0.392
C 1.16 -1.91 3.16 -0.876
C 0.94 -1.44 1.88 0.294
N 0.08 -0.45 1.68 0.849
C 1.67 -1.90 0.61 -0.047
O 2.53 -2.76 0.73 -0.776
O 1.31 -1.29 -0.46 -0.096
H -2.58 2.64 2.65 0.388
H -0.93 0.23 4.79 0.542
H 0.63 -1.67 5.23 0.417
H 1.86 -2.71 3.30 0.575
C 2.75 1.44 -0.18 -1.516
C 1.32 1.55 0.33 1.290
O 1.10 2.40 1.19 -0.718
H 3.27 2.39 -0.03 0.410
H 2.79 1.12 -1.22 0.176
H 3.25 0.67 0.41 0.275
Cl -2.16 -1.24 -0.51 -0.430
S -1.21 -3.74 -0.17 -0.242
C -0.78 -3.87 -1.77 0.613
N -0.49 -3.97 -2.89 -0.604
C -1.63 0.60 -3.38 -0.435
C -1.42 -0.81 -3.93 -0.984
As -2.47 -1.29 -5.52 -0.007
C -2.04 0.27 -6.62 -0.001
C -0.96 0.13 -7.49 -0.408
C -0.51 1.20 -8.25 -0.674
C -1.15 2.43 -8.17 -0.445
C -2.23 2.58 -7.31 -0.659
C -2.67 1.51 -6.54 0.082
C -4.25 -0.78 -4.89 0.157
C -5.25 -0.43 -5.79 -0.334
C -6.54 -0.16 -5.36 -0.532
C -6.85 -0.24 -4.01 -0.378
C -5.87 -0.60 -3.10 -0.716
C -4.57 -0.87 -3.53 -0.286
P -0.24 1.13 -2.29 2.053
C 1.11 0.96 -3.51 0.094
C 2.02 -0.08 -3.33 -0.204
C 2.98 -0.33 -4.31 -0.797
C 3.04 0.44 -5.45 -0.693
C 2.12 1.47 -5.64 -0.760
C 1.16 1.72 -4.67 -0.467
C -0.51 2.94 -2.21 0.273
C -1.80 3.41 -1.93 -0.580
C -2.03 4.76 -1.74 -0.697
C -0.98 5.67 -1.81 -0.544
C 0.30 5.21 -2.06 -0.798
C 0.53 3.86 -2.26 -0.139
H -2.54 0.64 -2.78 0.772
H -1.72 1.33 -4.18 0.126
H -1.61 -1.56 -3.17 -0.124
H -0.38 -0.97 -4.24 0.678
H -0.45 -0.82 -7.56 0.380
H 0.34 1.08 -8.91 0.429
H -0.80 3.27 -8.76 0.376
H -2.73 3.54 -7.24 0.390
H -3.51 1.65 -5.88 0.411
H -5.02 -0.37 -6.85 0.409
H -7.30 0.11 -6.08 0.376
H -7.86 -0.02 -3.67 0.366
H -6.09 -0.66 -2.04 0.428
H -3.82 -1.14 -2.80 0.544
H 1.96 -0.70 -2.44 0.407
H 3.68 -1.15 -4.16 0.491
H 3.79 0.24 -6.21 0.364
H 2.15 2.07 -6.54 0.479
H 0.44 2.52 -4.84 0.395
H -2.62 2.71 -1.85 0.293
H -3.04 5.11 -1.53 0.436
H -1.17 6.73 -1.65 0.380
H 1.13 5.91 -2.10 0.413
H 1.54 3.51 -2.45 0.447
```

Computed properties:
Total energy in eV: -147124.2462
Charge: -1
HOMO-LUMO gap (spin up / spin down) in eV: 6.7 / 6.0
<S²>: 0.757
Highest occupied orbital energy (spin up / spin down) in Ha: -0.174 / -0.176
Energy above the lowest of the compared OMol25 structures with the same formula, charge and spin in kcal/mol: 38.24
2S+1: 2

---

(3)
Computed, not measured: a 3-piece molecular cluster, C3H9NO2S2 overall, with ωB97M-V with the def2-TZVPD basis set.

Geometry as XYZ:
```
17
Properties=species:S:1:pos:R:3:mulliken_charge:R:1
S 1.70 2.73 0.27 -0.633
S -0.83 1.20 1.74 -0.062
C -0.40 0.44 0.21 -0.283
C -1.59 -0.34 -0.17 -0.621
C -1.42 -1.76 -0.31 0.623
N -2.44 -2.58 -0.73 -0.491
O -0.33 -2.30 -0.05 -0.549
H 2.65 3.60 0.65 0.100
H 0.48 -0.19 0.29 0.390
H -0.25 1.20 -0.58 0.444
H -2.57 0.12 -0.08 0.401
H -0.24 2.39 1.56 0.129
H -2.11 -3.50 -1.00 0.273
H -3.11 -2.17 -1.38 0.246
H 4.16 0.25 -0.52 0.298
H 2.92 0.89 0.14 0.309
O 3.37 0.04 -0.01 -0.574
```

Computed properties:
Total energy in eV: -30508.2909
Charge: 0
HOMO-LUMO gap in eV: 3.8
Highest occupied orbital energy in Ha: -0.287
Energy above the lowest of the compared OMol25 structures with the same formula, charge and spin in kcal/mol: 116.98

---

(4)
Computed, not measured: one molecule with the formula C5H10N2O2, with ωB97M-V with the def2-TZVPD basis set.

Geometry as XYZ:
```
19
Properties=species:S:1:pos:R:3:mulliken_charge:R:1
H 2.60 0.04 1.54 0.186
N 1.77 0.43 1.10 -0.616
C 1.54 -0.01 -0.07 0.549
N 2.26 -0.93 -0.76 -0.435
C 0.37 0.64 -0.86 -1.067
C -0.78 -0.45 -0.69 -0.029
O -1.48 -0.65 -1.87 -0.647
C -1.66 0.41 0.25 0.878
C -1.30 0.40 1.70 -1.229
O -2.71 0.81 -0.23 -0.662
H 3.03 -1.41 -0.31 0.211
H 1.90 -1.33 -1.61 0.199
H 0.25 1.66 -0.49 0.402
H 0.63 0.67 -1.91 0.400
H -0.50 -1.40 -0.23 0.449
H -2.32 -0.06 -1.76 0.426
H -2.08 0.88 2.28 0.362
H -1.17 -0.61 2.07 0.291
H -0.34 0.90 1.82 0.330
```

Computed properties:
Structure (SMILES): [H]/N=C(\N)C[C@H](O)C(C)=O
Total energy in eV: -12421.7610
Charge: 0
HOMO-LUMO gap in eV: 10.3
Highest occupied orbital energy in Ha: -0.352
Energy above the lowest of the compared OMol25 structures with the same formula, charge and spin in kcal/mol: 39.47

---

(5)
Computed, not measured: a 8-piece molecular cluster, H16O8 overall, with ωB97M-V with the def2-TZVPD basis set.

Geometry as XYZ:
```
24
Properties=species:S:1:pos:R:3:mulliken_charge:R:1
O 1.07 -0.48 1.49 -0.622
H 0.87 0.41 1.18 0.308
H 0.76 -1.04 0.77 0.315
O 0.36 4.15 -2.11 -0.634
H 1.32 4.15 -2.05 0.322
H 0.07 3.61 -1.37 0.302
O 0.70 0.23 -3.04 -0.621
H 0.24 -0.61 -2.94 0.314
H 1.28 0.08 -3.79 0.309
O -2.55 0.79 3.61 -0.573
H -1.85 0.81 4.27 0.259
H -3.36 0.85 4.13 0.308
O 0.73 -2.82 -1.13 -0.621
H 0.78 -3.33 -0.32 0.367
H 1.46 -2.20 -1.07 0.281
O -3.27 -0.22 2.15 -0.649
H -4.20 -0.31 2.42 0.286
H -3.17 0.73 2.00 0.372
O 3.74 2.60 -1.26 -0.616
H 3.75 2.41 -0.31 0.314
H 4.64 2.41 -1.54 0.309
O -0.78 -4.14 -0.17 -0.650
H -1.58 -4.68 -0.15 0.288
H -1.01 -3.41 -0.76 0.332
```

Computed properties:
Structure (SMILES): O.O.O.O.O.O.O.O
Total energy in eV: -16636.8969
Charge: 0
HOMO-LUMO gap in eV: 9.3
Highest occupied orbital energy in Ha: -0.330
Energy above the lowest of the compared OMol25 structures with the same formula, charge and spin in kcal/mol: 117.92

---

(6)
Computed, not measured: C23H23ClIN3OS5SiTi as an isolated structure, with ωB97M-V with the def2-TZVPD basis set.

Geometry as XYZ:
```
59
Properties=species:S:1:pos:R:3:mulliken_charge:R:1
Ti 0.54 -1.56 0.62 0.357
S 2.59 -2.43 1.95 -0.388
S 1.68 -3.38 3.60 -0.163
S 0.23 -2.04 4.14 -0.172
S -1.14 -2.07 2.58 -0.339
Cl -3.37 -4.61 -4.30 -0.341
C -2.32 -4.26 -2.92 0.772
C -2.08 -5.28 -2.02 -0.667
C -1.23 -5.05 -0.94 -0.432
I -0.79 -6.58 0.39 -0.025
C -0.65 -3.80 -0.75 0.685
O 0.19 -3.48 0.20 -0.377
C -0.97 -2.76 -1.66 0.273
N -0.35 -1.57 -1.34 0.642
C -0.48 -0.58 -2.27 -0.638
C -1.22 -0.71 -3.42 -0.976
C -1.92 -1.89 -3.71 -1.206
C -1.77 -2.97 -2.80 -0.115
H -2.53 -6.25 -2.17 0.362
H 0.00 0.36 -2.03 0.487
H -1.29 0.14 -4.09 0.346
H -2.53 -2.00 -4.59 0.364
C -2.12 4.70 0.93 -1.029
Si -2.30 3.49 2.36 0.183
C -4.00 2.73 2.29 -1.012
C -2.29 4.52 3.95 -1.182
C -0.80 2.37 2.41 0.430
C 0.22 2.67 3.28 0.092
C 1.37 1.86 3.35 -1.402
C 1.41 0.77 2.52 -0.173
N 0.46 0.46 1.63 0.437
C -0.67 1.23 1.55 -0.266
S -1.87 0.82 0.43 -0.483
H -2.91 5.46 0.95 0.315
H -2.17 4.16 -0.01 0.284
H -1.15 5.21 0.98 0.319
H -4.73 3.52 2.51 0.293
H -4.12 1.93 3.03 0.351
H -4.20 2.29 1.32 0.290
H -3.20 5.13 3.99 0.295
H -1.44 5.19 4.03 0.309
H -2.28 3.87 4.83 0.343
H 0.15 3.52 3.95 0.218
H 2.17 2.05 4.05 0.376
H 2.25 0.09 2.54 0.410
C 4.99 0.05 -3.71 -1.539
C 4.03 -0.27 -2.59 1.218
C 3.54 0.72 -1.76 -0.947
C 2.62 0.39 -0.78 -0.466
N 2.20 -0.85 -0.59 0.451
C 2.69 -1.83 -1.37 -0.334
C 3.59 -1.57 -2.38 -0.958
H 5.68 0.85 -3.42 0.379
H 4.43 0.39 -4.59 0.277
H 5.57 -0.82 -4.00 0.363
H 3.85 1.76 -1.87 0.390
H 2.19 1.14 -0.12 0.464
H 2.33 -2.83 -1.16 0.512
H 3.94 -2.39 -2.99 0.343
```

Computed properties:
Total energy in eV: -136541.4842
Charge: -2
HOMO-LUMO gap (spin up / spin down) in eV: 3.8 / 5.3
<S²>: 2.026
Highest occupied orbital energy (spin up / spin down) in Ha: 0.006 / -0.050
Energy above the lowest of the compared OMol25 structures with the same formula, charge and spin in kcal/mol: 0.00
2S+1: 3

---

(7)
Computed, not measured: one molecule with the formula C2H3N2O4PS, with ωB97M-V with the def2-TZVPD basis set.

Geometry as XYZ:
```
13
Properties=species:S:1:pos:R:3:mulliken_charge:R:1
O 4.88 0.93 0.60 -0.407
C 3.85 0.49 0.35 0.581
N 2.75 0.10 0.02 -0.210
C 2.08 -1.03 -0.64 0.416
O 2.68 -1.99 -1.01 -0.508
N 0.73 -0.89 -0.73 -0.083
P -0.04 0.46 -0.13 0.590
O 0.09 0.47 1.48 -0.448
O -1.55 0.01 -0.31 -0.515
S 0.33 2.17 -0.99 -0.353
H 0.35 -1.73 -1.09 0.277
H 0.82 0.94 1.77 0.323
H -2.22 0.61 0.02 0.337
```

Computed properties:
Structure (SMILES): O=C=NC(=O)NP(O)(O)=S
Total energy in eV: -33419.7202
Charge: 0
HOMO-LUMO gap in eV: 9.6
Highest occupied orbital energy in Ha: -0.343
Energy above the lowest of the compared OMol25 structures with the same formula, charge and spin in kcal/mol: 0.00

---

(8)
Computed, not measured: C56H101F6HfN4O18S2 as an isolated structure, with ωB97M-V with the def2-TZVPD basis set.

Geometry as XYZ:
```
188
Properties=species:S:1:pos:R:3:mulliken_charge:R:1
Hf 0.22 -2.75 -3.53 0.806
C 0.97 -6.39 0.49 -1.305
C 0.46 -6.65 -0.95 1.585
C 0.05 -8.24 -0.95 -1.294
C -1.29 -8.51 -0.29 -0.681
C -2.38 -7.59 -0.88 -1.409
C -2.04 -6.10 -0.80 1.760
N -0.70 -5.80 -1.39 -0.444
O -0.40 -4.45 -1.78 0.693
C -2.23 -5.61 0.67 -1.307
C -3.25 -5.36 -1.54 -1.656
C 1.73 -6.57 -1.84 -1.634
H 2.02 -6.58 0.68 0.506
H 0.52 -6.76 1.41 0.381
H 1.01 -5.30 0.52 -0.366
H 0.84 -8.78 -0.42 0.477
H -0.03 -8.63 -1.97 0.450
H -1.23 -8.38 0.79 0.279
H -1.65 -9.53 -0.47 0.457
H -3.34 -7.77 -0.38 0.441
H -2.56 -7.94 -1.89 0.402
H -1.55 -6.09 1.37 0.381
H -3.23 -5.80 1.06 0.572
H -1.99 -4.56 0.80 -0.372
H -3.47 -4.36 -1.17 -0.123
H -4.19 -5.82 -1.27 0.461
H -3.05 -5.31 -2.61 0.253
H 1.50 -6.32 -2.88 0.339
H 2.25 -7.52 -2.00 0.468
H 2.45 -5.81 -1.52 0.074
C -1.53 -2.06 0.50 0.665
C -0.96 -0.65 0.37 1.570
C -0.40 -0.35 1.79 -0.066
C 0.43 0.92 1.98 0.197
C 1.59 0.93 0.94 -0.983
C 1.10 0.79 -0.53 2.015
N 0.22 -0.51 -0.55 0.322
O 0.06 -0.92 -1.92 3.104
C 2.45 0.69 -1.31 -1.454
C 0.41 2.15 -0.97 -0.544
C -2.12 0.32 -0.02 -0.122
H -2.17 -2.13 1.38 0.365
H -0.73 -2.80 0.39 -0.991
H -2.29 -2.24 -0.26 -0.445
H 0.10 -1.20 2.25 -0.929
H -1.27 -0.36 2.44 0.930
H 0.85 0.99 2.99 0.459
H -0.19 1.81 1.92 -1.430
H 2.40 0.21 1.08 -0.173
H 2.07 1.90 1.10 0.130
H 3.13 -0.05 -0.90 0.168
H 2.91 1.68 -1.31 0.470
H 2.35 0.62 -2.40 -0.535
H -0.57 2.06 -1.45 -0.209
H 1.03 2.72 -1.66 0.016
H 0.32 2.77 -0.08 -0.083
H -2.22 1.21 0.60 -0.841
H -3.12 -0.06 0.19 -0.089
H -2.10 0.61 -1.07 -0.178
C 2.77 -0.98 -6.97 0.730
F 3.58 -1.99 -6.72 -0.167
F 3.52 0.05 -7.42 -0.159
F 1.83 -1.38 -7.89 -0.168
S 1.79 -0.45 -5.28 0.321
O 2.34 -1.21 -4.15 -0.676
O 1.87 1.01 -5.04 -0.330
N 0.25 -1.28 -5.18 -0.345
S -0.60 -0.32 -6.17 0.748
O 0.17 0.38 -7.20 -0.520
O -1.74 -1.06 -6.70 -0.678
C -1.38 1.03 -4.97 0.731
F -2.28 0.47 -4.22 -0.204
F -0.39 1.52 -4.21 -0.195
F -1.92 1.94 -5.71 -0.196
C 3.16 8.20 4.20 -0.653
C 3.75 7.52 3.11 -0.549
C 3.06 6.56 2.32 -0.147
C 1.79 6.16 2.71 0.048
C 1.20 6.77 3.82 -0.519
C 1.86 7.85 4.52 -0.371
N 1.12 4.97 2.04 0.853
O 1.30 4.96 0.80 -0.426
O 0.27 4.25 2.69 -0.245
H 3.54 9.17 4.50 0.351
H 4.72 7.84 2.75 0.408
H 3.54 6.22 1.42 0.531
H 0.20 6.48 4.09 0.389
H 1.23 8.37 5.23 0.389
C -7.17 -1.68 -0.03 -1.300
C -5.94 -2.24 0.65 1.019
O -5.45 -3.31 0.35 -0.528
C -5.45 -1.50 1.86 -0.835
H -6.88 -0.81 -0.62 0.263
H -7.78 -1.36 0.81 0.475
H -7.69 -2.43 -0.63 0.331
H -4.80 -0.69 1.51 -0.057
H -4.77 -2.13 2.43 0.193
H -6.34 -1.29 2.45 0.513
C -1.31 1.70 5.51 0.060
C -1.51 1.56 7.02 0.505
O -1.57 2.52 7.78 -0.592
C -1.30 0.16 7.59 -0.868
H -0.70 0.98 4.97 -0.231
H -0.95 2.67 5.18 0.276
H -2.32 1.55 5.13 0.087
H -0.54 -0.28 6.94 0.239
H -2.26 -0.35 7.61 0.273
H -0.93 0.17 8.62 0.372
C -4.37 -1.86 -2.65 -0.740
C -3.38 -2.62 -3.54 0.632
O -2.20 -2.53 -3.41 -0.468
C -3.93 -3.68 -4.48 -1.479
H -4.99 -2.54 -2.07 0.328
H -5.16 -1.41 -3.26 0.647
H -3.81 -1.21 -1.98 -0.113
H -4.35 -4.54 -3.96 0.359
H -3.13 -4.09 -5.09 0.360
H -4.75 -3.31 -5.10 0.420
C 3.94 3.37 3.24 -0.862
C 3.75 2.03 3.91 0.791
O 2.86 1.82 4.79 -0.599
C 4.63 0.87 3.42 -0.560
H 3.35 4.03 3.88 0.153
H 3.75 3.51 2.17 0.156
H 4.96 3.71 3.36 0.576
H 5.39 1.16 2.69 0.139
H 4.02 0.19 2.83 -0.124
H 5.05 0.37 4.29 0.411
C -2.59 3.64 2.41 0.280
C -3.94 2.91 2.61 0.711
O -4.00 1.75 3.00 -0.539
C -5.17 3.56 2.14 -1.165
H -1.80 2.91 2.53 -0.885
H -2.43 4.41 3.17 0.610
H -2.51 4.10 1.43 0.271
H -5.73 4.01 2.96 0.301
H -5.78 2.80 1.64 0.307
H -4.85 4.27 1.38 0.311
C -3.31 4.19 -2.31 -0.642
C -2.06 4.84 -2.94 0.650
O -2.01 5.09 -4.15 -0.604
C -0.87 5.27 -2.04 -0.185
H -3.60 4.71 -1.40 0.334
H -2.99 3.20 -2.01 -0.258
H -4.17 4.03 -2.96 0.362
H -0.47 4.32 -1.68 -0.287
H -1.22 5.93 -1.25 0.621
H -0.27 5.86 -2.74 -0.002
C 7.80 3.26 0.32 -1.043
C 6.92 3.71 -0.82 0.619
O 6.99 4.79 -1.48 -0.611
C 5.89 2.78 -1.25 -0.371
H 8.79 3.10 -0.09 0.312
H 7.41 2.28 0.61 0.261
H 7.90 3.87 1.22 0.324
H 5.27 2.56 -0.38 -0.023
H 6.46 1.90 -1.54 0.359
H 5.38 3.24 -2.10 0.186
C -0.83 -2.24 4.87 -0.855
C 0.16 -3.17 4.11 0.392
O 1.37 -2.98 4.21 -0.635
C -0.40 -4.09 3.02 0.343
H -1.41 -1.73 4.10 0.113
H -0.19 -1.54 5.41 0.060
H -1.41 -2.63 5.71 0.578
H -0.77 -4.99 3.50 0.796
H 0.40 -4.33 2.31 -0.394
H -1.26 -3.52 2.65 -0.226
C 4.30 -3.23 -1.02 -1.507
C 2.82 -3.08 -0.89 0.437
O 2.10 -2.92 -1.93 -0.212
C 2.29 -2.92 0.48 0.457
H 4.54 -4.23 -1.39 0.341
H 4.68 -3.02 -0.02 0.450
H 4.66 -2.48 -1.73 0.326
H 2.60 -1.93 0.83 0.198
H 2.84 -3.59 1.15 0.853
H 1.21 -3.01 0.40 -1.524
C 1.64 6.69 -4.89 -0.659
C 2.43 5.40 -4.75 0.315
O 3.28 4.97 -5.55 -0.595
C 2.09 4.52 -3.55 0.228
H 1.48 6.94 -5.94 0.331
H 1.99 7.44 -4.19 0.293
H 0.68 6.25 -4.61 0.067
H 2.92 3.85 -3.35 0.013
H 1.23 3.89 -3.78 -0.104
H 1.77 5.10 -2.69 0.208
```

Computed properties:
Total energy in eV: -141787.1927
Charge: +1
HOMO-LUMO gap in eV: 4.9
Highest occupied orbital energy in Ha: -0.354
Energy above the lowest of the compared OMol25 structures with the same formula, charge and spin in kcal/mol: 0.00

---

Number 8 is which compound? C56H101F6HfN4O18S2

---

Among the records above, which one has the highest charge? C56H101F6HfN4O18S2

---

Look up the charge of the eighth one. +1

---

Among the records above, which one has the highest energy above the lowest of the compared OMol25 structures with the same formula, charge and spin? H16O8